No. 1
ORCA calculation (ωB97M-V/def2-TZVPD) on 8 unconnected molecules or ions with the total composition C21H49N3O15S5 at a distorted geometry.

The value obtained for the lowest unoccupied orbital energy is -0.00554 hartree. For the gap between HOMO and LUMO, the calculation gives 10.4 eV. The structure (SMILES) is CCOS(C)(=O)=O.CCOS(C)(=O)=O.CCOS(C)(=O)=O.CCOS(C)(=O)=O.CCOS(C)(=O)=O.CC#N.CC#N.CC#N. The charge is 0.

Atoms and positions in Å:
C1 -2.24518 2.08222 -2.99446
C2 -2.55722 0.63678 -2.94779
N1 -2.74540 -0.49239 -2.87419
H1 -1.23220 2.25098 -2.62617
H2 -2.90631 2.56784 -2.27897
H3 -2.29408 2.46981 -4.00662
C3 -4.58497 -1.34262 2.67173
C4 -3.44911 -0.43946 2.81509
N2 -2.57436 0.29491 2.92867
H4 -4.29378 -2.36337 2.90860
H5 -4.91222 -1.32140 1.63119
H6 -5.44010 -1.04191 3.27298
C5 -0.82859 -0.72819 0.10361
C6 -0.46422 0.68361 0.25050
N3 -0.16789 1.78119 0.40254
H7 -0.01832 -1.38609 0.41645
H8 -1.06853 -0.91652 -0.93891
H9 -1.63269 -0.88123 0.82265
O1 -1.24203 -3.81067 -0.82143
S1 -1.91618 -4.42247 0.29138
O2 -2.87222 -3.72379 1.10480
O3 -2.64052 -5.79038 -0.24623
C7 -1.93923 -6.51843 -1.28336
C8 -2.14946 -7.99436 -0.94787
C9 -0.72172 -5.23536 1.40065
H10 -0.87458 -6.28688 -1.31135
H11 -2.41341 -6.24668 -2.22361
H12 -3.13117 -8.33314 -1.27694
H13 -2.10701 -8.15695 0.12841
H14 -1.39666 -8.62823 -1.41727
H15 -0.31351 -6.12857 0.93760
H16 -1.16755 -5.41904 2.37318
H17 0.09716 -4.52959 1.55531
O4 3.40696 3.40417 -0.83716
S2 3.58398 2.68738 -2.08366
O5 3.29878 3.28979 -3.37244
O6 5.08260 2.07030 -2.13209
C10 6.12676 3.06842 -2.17403
C11 7.41867 2.27509 -2.24297
C12 2.61214 1.14056 -1.90649
H18 6.11002 3.67008 -1.26792
H19 5.99775 3.67851 -3.06642
H20 8.34946 2.84214 -2.25818
H21 7.53080 1.61951 -3.11253
H22 7.46521 1.55114 -1.42548
H23 2.58974 0.63036 -2.86806
H24 1.63084 1.43087 -1.54588
H25 3.11430 0.46904 -1.21361
O7 2.24005 -1.73751 -5.56670
S3 1.47306 -2.70029 -4.82071
O8 1.53618 -4.11847 -5.08625
O9 1.81011 -2.42487 -3.25132
C13 1.82542 -3.57077 -2.38625
C14 2.37914 -3.12239 -1.04858
C15 -0.24228 -2.13233 -4.81107
H26 2.35447 -4.43879 -2.77564
H27 0.78487 -3.87434 -2.23143
H28 3.46870 -3.09724 -1.02418
H29 2.04673 -3.85931 -0.31330
H30 2.01284 -2.13734 -0.76295
H31 -0.97450 -2.76082 -4.30701
H32 -0.49759 -1.98520 -5.85747
H33 -0.25842 -1.20659 -4.23896
O10 -2.42173 6.59109 2.92891
S4 -2.72576 5.74921 1.81056
O11 -4.07518 5.61959 1.31289
O12 -1.74187 6.18564 0.57770
C16 -1.71388 5.37239 -0.58685
C17 -0.89193 6.06967 -1.61672
C18 -2.10469 4.08926 2.16577
H34 -2.67266 5.05232 -1.00549
H35 -1.18676 4.43254 -0.36584
H36 -1.37224 6.99752 -1.92989
H37 -0.74582 5.38916 -2.46169
H38 0.13196 6.26397 -1.29539
H39 -2.12578 3.41442 1.31291
H40 -2.82220 3.60705 2.83284
H41 -1.13410 4.13319 2.64828
O13 -0.23192 1.90537 7.55902
S5 -0.65044 1.62775 6.19984
O14 -1.22310 2.70333 5.41276
O15 0.59362 0.92699 5.47456
C19 1.56766 1.73937 4.78694
C20 1.27043 1.70058 3.29319
C21 -1.71843 0.16140 6.12856
H42 2.51349 1.26569 5.03761
H43 1.52244 2.78343 5.09336
H44 0.23913 2.01535 3.12588
H45 1.45621 0.77965 2.74370
H46 1.83581 2.47837 2.76966
H47 -2.75188 0.44689 5.96658
H48 -1.53710 -0.44453 7.01022
H49 -1.35679 -0.34732 5.23870

***

No. 2
ORCA calculation (ωB97M-V/def2-TZVPD) on a molecular structure, C21H50AlBBr2Cl2F4NaNbO14P at a distorted geometry.

The value obtained for the lowest unoccupied orbital energy is -0.26930 hartree. For the gap between HOMO and LUMO, the calculation gives 2.7 eV. The charge is +1.

Atoms and positions in Å:
C1 10.43781 1.31659 1.14093
C2 9.16198 0.47613 1.11256
C3 8.14190 1.08812 0.17238
O1 6.95400 0.22195 0.11616
C4 5.82081 0.68829 0.69985
Nb1 4.75929 -1.06951 -0.18784
C5 6.47961 -2.35856 -0.62133
C6 7.21676 -2.84445 0.58068
F1 8.59050 -2.79087 0.37757
C7 2.84213 0.05329 0.16619
C8 1.79599 -1.00390 0.46479
P1 0.32707 -0.02564 1.00636
O2 0.62112 0.44890 2.38149
O3 0.23293 1.06948 -0.09910
C9 -0.43584 2.33240 0.26804
C10 0.44226 3.25560 1.09432
O4 -0.80376 -1.10566 0.93891
C11 -1.97838 -0.86620 1.79848
C12 -1.83606 -1.43928 3.19005
H1 11.07042 1.01507 1.97382
H2 10.19294 2.37574 1.24545
H3 10.98999 1.19095 0.20864
H4 8.70190 0.41292 2.10409
H5 9.36080 -0.53378 0.74772
H6 8.53473 1.13564 -0.84360
H7 7.83885 2.08027 0.50720
H8 5.81165 0.75409 1.79518
H9 5.44746 1.64222 0.30739
H10 4.51384 -1.84925 1.53289
H11 3.69756 -2.35403 -0.95840
H12 4.83463 -0.32389 -1.82274
H13 6.02062 -3.39043 -1.29463
H14 7.13806 -1.75610 -1.25368
H15 6.98083 -2.28740 1.49533
H16 6.97659 -3.92121 0.68718
H17 2.62686 0.53482 -0.79127
H18 2.92426 0.84115 0.91656
H19 1.61958 -1.54742 -0.46407
H20 2.01451 -1.66013 1.29074
H21 -0.67315 2.80415 -0.68225
H22 -1.40633 2.12468 0.71894
H23 0.29417 4.29433 0.81012
H24 0.18383 3.16186 2.15151
H25 1.48918 2.95998 1.03623
H26 -2.80788 -1.35993 1.29648
H27 -2.24208 0.18976 1.80548
H28 -2.04464 -2.50904 3.22329
H29 -0.86015 -1.22435 3.62728
H30 -2.56925 -0.93870 3.82612
Na1 3.13781 -2.29219 2.79386
Br1 2.72772 -5.22482 -0.29949
C13 3.67341 -6.83585 0.19968
C14 3.55004 -7.11516 1.66878
Br2 4.70716 -5.88014 2.72191
H31 4.69933 -6.70614 -0.13580
H32 3.20810 -7.64307 -0.36169
H33 3.89560 -8.11322 1.93363
H34 2.54420 -6.96074 2.04802
C15 2.03076 5.08652 -2.37981
Cl1 0.98100 6.09732 -1.39676
Cl2 2.26567 3.46492 -1.68270
H35 1.57961 4.96070 -3.35635
H36 3.00115 5.56099 -2.45492
Al1 7.34238 -5.24964 2.61933
B1 -3.48413 1.49464 -1.46236
O5 -3.73134 1.13655 -0.01373
C16 -5.00916 0.88285 0.17994
O6 -5.51246 0.55156 1.21645
C17 -5.73770 1.08464 -1.18276
O7 -6.91682 0.94717 -1.37684
O8 -4.84289 1.42383 -2.07966
F2 -2.62338 0.55840 -2.01939
F3 -2.94257 2.76283 -1.57523
O9 4.66259 -10.08404 0.36054
H37 3.86437 -9.92253 -0.15264
H38 5.35587 -9.58747 -0.08605
C18 -9.19639 -1.78984 -2.58140
O10 -9.79833 -0.64402 -3.16144
H39 -9.79484 -2.65254 -2.86881
H40 -8.17514 -1.92392 -2.94960
H41 -9.17967 -1.71209 -1.49100
H42 -9.27185 0.12153 -2.90718
F4 5.57446 -4.42213 -1.48676
O11 -7.05053 3.93026 -1.39159
H43 -6.85133 4.41246 -2.19925
H44 -6.89777 3.00348 -1.61879
C19 -13.47466 5.05733 -1.99361
O12 -12.69185 5.29481 -0.82162
C20 -11.43672 4.83638 -0.90353
O13 -10.96400 4.27219 -1.85568
O14 -10.81775 5.11423 0.23719
C21 -9.45016 4.67110 0.29684
H45 -14.45445 5.47692 -1.78487
H46 -13.03529 5.55338 -2.85719
H47 -13.56193 3.99008 -2.18863
H48 -8.85010 5.14364 -0.47143
H49 -9.38731 3.59054 0.19734
H50 -9.09065 4.96968 1.27755

***

Question: Number 2 is which compound?
Answer: C21H50AlBBr2Cl2F4NaNbO14P